Run one
Density functional theory data (the ωB97M-V functional and the def2-TZVPD basis) for an isolated molecule of C2H3NO2S.

Values from the calculation:
- charge = 0
- LUMO level (alpha / beta) (eV) = -1.2 / -1.2
- HOMO-LUMO gap (alpha / beta) (eV) = 8.64 / 8.64

Positions of all 9 atoms, in Å:
H1 2.9526 0.6169 -0.1630
N1 2.1537 0.1185 0.2001
C1 1.0384 0.4522 -0.1050
C2 -0.2812 -0.8175 0.2109
S1 -1.8236 -0.2689 -0.0149
O1 -3.0276 -1.0589 -0.1036
O2 -1.7257 0.8767 -0.8628
H2 0.5331 1.3868 -0.2645
H3 0.1802 -1.3056 1.1027



Run two
Density functional theory data (the ωB97M-V functional and the def2-TZVPD basis) for an isolated molecule of C2H3NO2S.

Values from the calculation:
- charge = 0
- LUMO level (eV) = -1.4
- HOMO-LUMO gap (eV) = 8.02

Positions of all 9 atoms, in Å:
N1 -1.1611 -0.2439 -0.1766
O1 0.1028 -0.6451 -0.6656
C1 0.8855 0.3904 -1.0473
O2 0.4304 1.4941 -1.1892
C2 2.2647 -0.2260 -1.4553
S1 3.5190 0.7059 -1.9644
H1 -1.6699 -1.0550 0.1179
H2 -1.6144 0.4001 -0.8297
H3 2.4474 -1.3301 -1.4051



Run three
Density functional theory data (the ωB97M-V functional and the def2-TZVPD basis) for a structure of composition C2H3NO2S.

Values from the calculation:
- charge = 0
- LUMO level (alpha / beta) (eV) = -0.5 / -0.5
- HOMO-LUMO gap (alpha / beta) (eV) = 8.85 / 8.85

Positions of all 9 atoms, in Å:
C1 -0.7361 -1.1655 0.2482
C2 -0.2421 0.7899 -0.3016
N1 -0.2991 -0.0008 0.8397
O1 -1.0677 -2.1985 0.6891
O2 1.8422 0.7663 -0.9569
S1 -0.9234 -0.3311 -1.3811
H1 -0.2026 1.9632 -0.2877
H2 -0.1532 0.2934 1.7150
H3 1.7820 -0.1170 -0.5646



Run four
Density functional theory data (the ωB97M-V functional and the def2-TZVPD basis) for an isolated molecule of C2H3NO2S.

Values from the calculation:
- charge = 0
- LUMO level (eV) = -0.6
- HOMO-LUMO gap (eV) = 8.65

Positions of all 9 atoms, in Å:
N1 -0.6189 1.3840 0.1995
C1 -0.5705 0.0495 -0.1282
S1 -1.9884 -0.8873 -0.1485
C2 0.9622 -0.4824 -0.0936
O1 1.8552 0.2313 -0.3435
O2 1.1461 -1.7976 0.2293
H1 0.4045 1.7498 0.1511
H2 -1.4639 1.9105 0.1648
H3 0.2737 -2.1578 -0.0309



Which structure is most stable? run four, by 56.8 kcal/mol over the runner-up.